No. 1
C21H23F4OSi | the ωB97M-V functional and the def2-TZVPD basis

Positions of all 50 atoms, in Å:
Si: 0.440 1.886 -2.888
F: -2.794 0.677 6.027
F: -2.217 -4.374 -1.298
F: -3.661 -4.616 3.236
F: -0.555 3.769 3.179
O: 2.108 1.540 -2.760
C: -1.778 -2.567 0.164
C: -0.949 1.568 2.419
C: -2.958 -4.544 0.963
C: -3.038 -3.947 2.214
C: 0.211 1.575 -4.708
C: 3.573 -0.377 -2.662
C: -1.063 2.517 3.413
C: 2.875 0.714 -0.624
C: 0.502 3.674 -2.387
C: -2.216 0.996 4.823
C: -2.331 -3.813 -0.050
C: 3.958 -0.227 -0.243
C: 4.097 -1.178 -1.461
C: -1.189 -0.711 1.621
C: -1.443 0.240 2.635
C: -2.185 0.020 3.848
C: -2.460 -2.722 2.500
C: -1.800 -1.988 1.467
C: 2.791 0.728 -1.989
C: -1.651 2.250 4.651
C: -0.580 0.770 -1.785
H: -1.298 -2.019 -0.642
H: -0.836 1.617 -5.027
H: 3.418 -2.046 -1.322
H: -0.470 1.796 1.469
H: 1.022 3.773 -1.427
H: -1.613 2.954 5.462
H: 1.060 4.242 -3.144
H: 2.963 -0.973 -3.379
H: -0.435 -0.295 -2.023
H: 0.591 0.581 -4.973
H: 4.929 0.288 -0.150
H: -0.460 -0.419 0.844
H: 4.398 0.044 -3.275
H: -0.482 4.143 -2.282
H: -2.465 -2.394 3.537
H: 0.763 2.326 -5.289
H: -1.659 0.971 -1.893
H: -2.701 -0.913 4.053
H: -3.281 -5.563 0.813
H: 2.327 1.398 0.032
H: -0.340 0.905 -0.721
H: 3.752 -0.754 0.699
H: 5.128 -1.525 -1.667

Values from the calculation:
Energy above the lowest of the compared OMol25 structures with the same formula, charge and spin = 2.0728 eV
HOMO level = -10.32 eV
LUMO = -6.85 eV
HOMO-LUMO gap = 3.465 eV
Calculated total energy = -42937.818 eV
Total charge = +1

No. 2
C4H6N2 | the ωB97M-V functional and the def2-TZVPD basis

Positions of all 12 atoms, in Å:
N: 1.039 0.622 -2.026
N: -0.406 -0.764 0.734
C: 0.706 -0.001 -1.009
C: 0.940 -0.897 0.168
C: -0.695 0.632 1.060
C: -1.001 0.113 -0.290
H: 1.748 -0.581 0.831
H: -1.475 0.737 1.813
H: 0.129 1.337 1.171
H: -2.047 -0.076 -0.594
H: 1.117 -1.919 -0.175
H: -0.055 0.797 -1.682

Values from the calculation:
Energy above the lowest of the compared OMol25 structures with the same formula, charge and spin = 5.8603 eV
HOMO level = -9.11 eV
LUMO = 1.10 eV
HOMO-LUMO gap = 10.214 eV
Calculated total energy = -7219.731 eV
Total charge = 0

No. 3
C20H25N5 | the ωB97M-V functional and the def2-TZVPD basis

Positions of all 50 atoms, in Å:
N: 27.227 9.680 5.662
N: 24.063 9.136 6.188
N: 27.460 11.485 11.664
N: 28.262 8.062 7.802
N: 28.659 5.734 5.999
C: 27.750 13.221 10.426
C: 30.031 5.407 5.975
C: 29.006 10.912 5.925
C: 27.706 6.967 9.639
C: 29.211 9.841 4.946
C: 27.334 7.419 8.477
C: 28.838 3.999 4.646
C: 24.155 9.989 5.095
C: 27.891 4.878 5.078
C: 30.141 4.226 5.266
C: 28.267 11.990 9.688
C: 24.192 9.134 3.974
C: 27.176 12.814 11.542
C: 28.082 10.960 10.579
C: 24.178 7.890 5.987
C: 29.438 8.044 8.510
C: 27.650 10.822 6.304
C: 28.084 9.072 4.903
C: 29.184 7.352 9.751
C: 24.148 7.761 4.603
H: 27.627 14.195 10.161
H: 26.922 11.293 6.735
H: 27.160 11.048 12.538
H: 26.780 4.846 4.913
H: 29.604 11.951 6.237
H: 30.993 3.635 5.002
H: 29.843 7.068 10.451
H: 30.293 9.581 4.466
H: 30.233 8.463 8.103
H: 27.987 8.618 6.997
H: 24.021 7.135 6.717
H: 24.077 6.765 4.289
H: 30.753 5.735 6.533
H: 28.673 11.825 8.634
H: 24.181 11.026 5.161
H: 28.141 9.979 10.395
H: 27.083 6.209 10.049
H: 26.657 13.411 12.455
H: 26.249 9.296 5.862
H: 23.816 9.262 7.182
H: 28.318 6.539 6.605
H: 26.329 7.167 8.139
H: 24.213 9.216 2.971
H: 27.765 8.076 4.390
H: 28.454 3.154 4.023

Values from the calculation:
Energy above the lowest of the compared OMol25 structures with the same formula, charge and spin = 8.1399 eV
HOMO level = -8.19 eV
LUMO = 0.44 eV
HOMO-LUMO gap = 8.638 eV
Calculated total energy = -28588.456 eV
SMILES = c1cc[nH]c1.c1cc[nH]c1.c1cc[nH]c1.c1cc[nH]c1.c1cc[nH]c1
Total charge = 0

No. 4
C15H20FN2O5S | the ωB97M-V functional and the def2-TZVPD basis

Positions of all 44 atoms, in Å:
S: -3.388 0.294 0.335
F: 4.723 0.111 -2.501
O: 1.274 2.894 -2.698
O: -2.145 2.305 2.380
O: 3.327 3.058 -3.603
O: 2.740 1.192 -2.513
O: -3.131 0.268 1.943
N: -0.869 -1.404 -2.399
N: -1.730 -2.872 0.855
C: -2.873 -2.350 0.959
C: -1.097 -0.850 3.526
C: 1.217 -1.096 3.860
C: -1.987 0.934 -0.573
C: 3.905 0.874 -3.262
C: -3.452 -1.475 -0.136
C: -2.045 1.110 2.419
C: -0.049 -1.593 3.998
C: 0.400 0.878 2.835
C: -0.869 0.369 2.938
C: -0.099 -0.307 -1.778
C: 4.498 2.234 -3.531
C: 2.346 2.435 -2.919
C: 1.444 0.131 3.302
C: -0.665 0.148 -0.436
H: -2.115 -1.207 3.612
H: -0.203 -2.073 -2.760
H: 2.083 -1.655 4.191
H: -1.524 -3.440 1.676
H: -0.261 -2.557 4.440
H: 5.062 2.274 -4.459
H: 3.622 0.319 -4.158
H: 5.134 2.575 -2.713
H: 0.011 0.581 -2.410
H: 0.522 1.844 2.362
H: -3.504 -2.540 1.832
H: 0.069 0.826 0.006
H: -0.727 -0.684 0.267
H: 2.439 0.545 3.215
H: -1.850 2.000 -0.397
H: -4.516 -1.703 -0.220
H: -2.953 -1.600 -1.102
H: -2.295 0.863 -1.625
H: 0.917 -0.649 -1.580
H: -1.384 -1.009 -3.176

Values from the calculation:
HOMO level = -12.68 eV
LUMO = -3.45 eV
HOMO-LUMO gap = 9.229 eV
Calculated total energy = -42641.721 eV
Total charge = +1

No. 5
CH6ClIN2OP | the ωB97M-V functional and the def2-TZVPD basis

Positions of all 13 atoms, in Å:
I: 2.635 0.624 -0.289
Cl: 1.234 -2.333 0.223
P: -0.410 0.032 0.101
O: -1.430 -0.632 1.046
N: -0.589 -0.306 -1.527
N: -0.706 1.639 0.223
C: 1.252 -0.610 0.721
H: -0.081 0.477 -1.848
H: -0.060 -1.022 -2.033
H: -1.678 -1.517 0.851
H: -0.359 2.214 -0.663
H: -1.057 2.062 1.068
H: 1.248 -0.627 2.127

Values from the calculation:
Energy above the lowest of the compared OMol25 structures with the same formula, charge and spin = 1.3195 eV
HOMO level = -14.11 eV
LUMO = -3.99 eV
HOMO-LUMO gap = 10.118 eV
Calculated total energy = -36067.231 eV
Total charge = +1

No. 6
C5H14N3 | the ωB97M-V functional and the def2-TZVPD basis

Positions of all 22 atoms, in Å:
N: 1.543 0.772 -2.604
N: -0.855 0.711 -1.965
N: 0.172 -1.520 1.399
C: 0.285 0.860 -2.885
C: -0.547 -0.270 3.427
C: -0.850 -0.592 1.996
C: 1.952 0.381 -1.267
C: -1.809 -0.102 1.183
H: -0.479 -1.127 4.039
H: -2.441 0.666 1.604
H: 0.406 0.330 3.480
H: -0.043 1.248 -3.839
H: 0.661 -1.990 2.178
H: -0.243 -2.271 0.836
H: 0.802 -1.059 0.724
H: -1.371 0.357 3.811
H: -0.457 0.450 -1.070
H: 1.481 -0.585 -0.954
H: -1.236 1.651 -1.806
H: 1.644 1.139 -0.515
H: 3.048 0.240 -1.178
H: -1.974 -0.449 0.151

Values from the calculation:
Energy above the lowest of the compared OMol25 structures with the same formula, charge and spin = 3.2138 eV
HOMO level = -12.73 eV
LUMO = -3.72 eV
HOMO-LUMO gap = 9.014 eV
Calculated total energy = -9873.953 eV
Total charge = +1

No. 7
C3H8O2 | the ωB97M-V functional and the def2-TZVPD basis

Positions of all 13 atoms, in Å:
O: 3.287 -1.472 -1.854
O: -3.396 1.941 2.619
C: -2.063 2.203 2.780
C: 2.146 -1.137 -1.904
C: 0.915 -1.970 -2.394
H: -3.590 1.601 3.453
H: -1.611 2.749 3.622
H: 1.905 -0.068 -1.596
H: 0.935 -3.006 -1.882
H: -1.754 1.122 3.021
H: 0.706 -2.046 -3.468
H: -1.696 2.611 1.858
H: -0.012 -1.288 -2.016

Values from the calculation:
Energy above the lowest of the compared OMol25 structures with the same formula, charge and spin = 2.6063 eV
HOMO level = -9.92 eV
LUMO = 0.75 eV
HOMO-LUMO gap = 10.679 eV
Calculated total energy = -7333.444 eV
SMILES = CC=O.CO
Total charge = 0

No. 8
C5H12F2N2O6PS | the ωB97M-V functional and the def2-TZVPD basis

Positions of all 29 atoms, in Å:
S: -2.098 -0.002 2.744
P: -1.745 0.588 0.676
F: -2.432 -1.567 2.646
F: -2.578 -0.707 -1.432
O: -3.327 0.579 3.195
O: -0.919 0.076 3.547
O: 5.014 -0.766 -0.604
O: -0.151 2.942 -0.264
O: 2.862 -0.965 -0.703
O: 3.743 0.775 0.229
N: 0.430 -0.049 -1.972
N: 3.886 -0.319 -0.357
C: -1.363 -2.256 -0.046
C: 0.664 1.767 -0.244
C: 0.990 1.265 -1.659
C: 0.086 0.711 0.734
C: -2.268 -1.035 -0.110
H: 2.078 1.297 -1.776
H: 0.775 -0.306 -2.889
H: -3.225 -1.268 0.368
H: -1.691 -2.918 0.754
H: -1.445 -2.795 -0.992
H: 0.601 -0.245 0.654
H: 0.565 1.984 -2.369
H: -0.910 2.780 -0.834
H: 1.599 2.089 0.213
H: 0.880 -0.717 -1.351
H: 0.294 1.079 1.743
H: -0.315 -2.015 0.099

Values from the calculation:
HOMO level = -5.13 eV
LUMO = 2.73 eV
HOMO-LUMO gap = 7.865 eV
Calculated total energy = -46201.819 eV
Total charge = -1

No. 9
C5H12O2 | the ωB97M-V functional and the def2-TZVPD basis

Positions of all 19 atoms, in Å:
O: -1.419 -0.839 -2.669
O: -0.569 -2.726 0.213
C: -1.382 2.087 0.188
C: -0.800 1.484 1.245
C: 0.648 1.114 1.284
C: 2.541 -0.322 0.571
C: 1.312 0.507 0.281
H: 0.900 1.319 2.317
H: 2.579 -0.626 1.606
H: -2.237 -1.265 -2.723
H: -1.279 -0.345 -3.497
H: 2.627 -1.259 0.088
H: 3.547 0.195 0.287
H: 1.206 0.543 -0.841
H: 0.017 -1.993 -0.174
H: -2.274 2.767 0.011
H: -1.013 -3.413 -0.337
H: -0.952 2.084 -0.766
H: -1.130 1.292 2.269

Values from the calculation:
Energy above the lowest of the compared OMol25 structures with the same formula, charge and spin = 3.8261 eV
HOMO level = -8.28 eV
LUMO = 0.60 eV
HOMO-LUMO gap = 8.888 eV
Calculated total energy = -9471.310 eV
SMILES = C=C/C=C/C.O.O
Total charge = 0

No. 10
C8H14BrCaN4O4 | the ωB97M-V functional and the def2-TZVPD basis

Positions of all 32 atoms, in Å:
Br: 0.157 0.480 -2.007
Ca: -0.718 0.764 -4.611
O: 4.149 4.335 -2.783
O: -2.785 -2.238 4.133
O: -0.869 1.642 0.757
O: 0.855 -4.815 -0.846
N: 1.876 4.408 -3.180
N: -0.051 -3.036 0.284
N: 2.764 2.810 -1.848
N: 1.071 -2.711 -1.667
C: 0.632 -3.622 -0.732
C: -3.178 -0.690 2.370
C: -0.920 -1.155 3.134
C: -2.683 0.272 1.511
C: -0.456 -0.070 2.408
C: 3.018 3.908 -2.619
C: -2.297 -1.308 3.245
C: -1.322 0.593 1.567
H: -0.371 1.306 -0.008
H: 1.842 5.308 -3.629
H: -2.057 -2.515 4.698
H: 1.658 -3.043 -2.410
H: 1.036 3.875 -3.275
H: -3.310 0.801 0.808
H: -0.200 -1.725 3.708
H: 1.959 2.230 -1.988
H: -0.533 -3.605 0.954
H: 0.614 0.077 2.327
H: -4.215 -0.989 2.446
H: 3.616 2.477 -1.419
H: -0.182 -2.045 0.287
H: 0.901 -1.718 -1.614

Values from the calculation:
Energy above the lowest of the compared OMol25 structures with the same formula, charge and spin = 2.7733 eV
HOMO level = -10.49 eV
LUMO = -7.27 eV
HOMO-LUMO gap = 3.229 eV
Calculated total energy = -111149.464 eV
Total charge = +1

No. 11
C25H31BNO5 | the ωB97M-V functional and the def2-TZVPD basis

Positions of all 63 atoms, in Å:
O: 2.419 4.115 1.088
O: -2.216 0.445 -1.580
O: 3.060 -4.415 -3.438
O: -0.651 1.812 1.448
O: 0.279 -0.356 2.007
N: -1.622 0.525 3.240
C: 1.710 -2.642 -4.018
C: -1.285 -0.449 -2.005
C: -3.252 -1.460 -2.141
C: -1.812 2.017 3.554
C: 0.005 0.067 -2.171
C: -0.904 -0.449 4.160
C: -2.993 0.007 2.810
C: -1.616 2.669 2.141
C: 1.326 -1.975 -1.306
C: 2.126 3.244 0.077
C: 2.689 1.956 -0.020
C: 0.321 2.575 -1.408
C: 0.898 -1.153 -2.346
C: 1.084 3.591 -0.814
C: 3.148 3.588 2.208
C: -1.876 -1.717 -2.086
C: -4.584 0.619 -1.535
C: 0.097 -1.205 3.229
C: 3.922 -5.086 -2.518
C: 1.948 0.970 -0.674
C: 2.318 -3.381 -2.987
C: 2.171 -3.043 -1.609
C: 1.006 -1.535 -3.673
C: 0.746 1.236 -1.332
C: -3.416 -0.166 -1.712
B: -0.582 0.649 2.151
H: -0.359 0.073 4.959
H: -4.023 -2.095 -2.470
H: 4.711 -4.400 -2.166
H: -1.400 -2.646 -1.796
H: -3.499 0.692 2.097
H: -2.794 2.188 3.999
H: 0.863 4.658 -0.967
H: 4.324 -5.904 -3.128
H: 4.184 3.409 1.921
H: 2.710 -3.534 -0.795
H: 1.915 -2.937 -5.036
H: -0.293 -2.196 2.924
H: 1.118 -1.355 3.592
H: 0.980 -1.772 -0.279
H: 2.691 2.660 2.561
H: -1.049 2.344 4.267
H: -1.649 -1.069 4.657
H: -2.579 2.658 1.597
H: -0.615 2.845 -1.910
H: -1.225 3.697 2.127
H: -2.865 -0.959 2.311
H: 2.331 -0.047 -0.632
H: 3.102 4.352 2.973
H: 3.657 1.742 0.426
H: -3.655 -0.091 3.702
H: -5.381 0.056 -2.040
H: -4.514 1.636 -1.931
H: -0.107 0.633 -3.143
H: -4.856 0.740 -0.483
H: 0.470 -0.959 -4.424
H: 3.344 -5.471 -1.651

Values from the calculation:
Energy above the lowest of the compared OMol25 structures with the same formula, charge and spin = 1.5791 eV
HOMO level = -9.83 eV
LUMO = -2.69 eV
HOMO-LUMO gap = 7.139 eV
Calculated total energy = -38824.249 eV
Total charge = +1

No. 12
C5H11NO3 | the ωB97M-V functional and the def2-TZVPD basis

Positions of all 20 atoms, in Å:
O: 2.085 1.077 1.013
O: 3.421 0.589 -0.757
O: -3.139 -1.399 0.203
N: -1.536 0.195 0.243
C: 2.245 0.310 -1.525
C: -2.319 1.123 -0.550
C: -2.025 -1.034 0.568
C: 3.177 0.965 0.509
C: -1.099 -1.896 1.399
H: -1.740 2.050 -0.695
H: 1.658 -0.517 -1.092
H: -3.266 1.375 -0.042
H: -0.154 -2.091 0.865
H: -0.603 0.462 0.566
H: -1.594 -2.861 1.601
H: 4.140 1.158 1.021
H: 2.577 0.016 -2.535
H: -2.554 0.696 -1.540
H: 1.592 1.195 -1.614
H: -0.866 -1.412 2.362

Values from the calculation:
Energy above the lowest of the compared OMol25 structures with the same formula, charge and spin = 0.6565 eV
HOMO level = -9.52 eV
LUMO = 0.62 eV
HOMO-LUMO gap = 10.141 eV
Calculated total energy = -12996.195 eV
SMILES = CNC(C)=O.COC=O
Total charge = 0

- What is the total charge in the eighth record?
  -1

- total charge of number 1 (C21H23F4OSi)?
  +1